Record 1
27
Properties=species:S:1:pos:R:3:forces:R:3 method="wB97M-V/def2-TZVPD" spin_multiplicity=4 charge=0 energy_ha=-1817.0684 homo_lumo_gap_ev="5.56 / 5.58"
C -0.3856 -1.7975 -0.8428 -0.39 1.37 0.21
C 0.7731 -2.0796 -1.5058 0.17 -0.80 -1.09
C 2.0676 -1.7279 -0.9928 0.26 0.72 -0.40
C 2.2985 -1.4266 0.3988 1.70 -0.59 0.02
C 1.3272 -1.0344 1.2594 -0.81 1.58 0.38
Er 0.6328 0.1811 -0.4473 -1.33 -2.35 0.34
P -2.2037 0.3946 -0.2330 -0.39 0.04 -0.24
H -1.3613 -2.2273 -1.0459 0.19 -0.32 -0.59
H 0.7896 -2.5350 -2.5123 0.05 -0.26 0.46
H 2.9364 -1.8566 -1.6454 -0.30 -0.04 0.27
H 1.4464 -0.9112 2.3371 0.53 -0.28 -0.10
H 3.3601 -1.4884 0.6893 -0.22 -0.35 0.04
H -2.7866 0.3438 1.0667 0.16 0.04 -0.29
H -3.1727 -0.4239 -0.8742 0.33 0.17 0.14
H -2.7986 1.6361 -0.6097 -0.33 -0.15 0.16
C 2.0197 3.8239 3.4597 0.14 0.13 0.17
N 1.0555 3.2362 2.5424 -0.52 0.26 0.25
C -0.3013 3.5674 2.4773 0.59 -0.25 -0.15
C -0.8396 2.8092 1.4884 1.34 -0.53 -0.20
N 0.1677 2.0018 0.9491 0.75 1.28 0.91
C 1.2997 2.2894 1.6221 -1.50 0.26 -0.41
H 2.2429 4.8645 3.1878 -0.11 -0.31 0.01
H 1.6191 3.8031 4.4794 0.13 -0.04 -0.24
H 2.9462 3.2427 3.4248 -0.23 0.11 0.03
H -0.7560 4.2914 3.1286 0.13 0.05 0.08
H -1.8503 2.7684 1.1206 0.05 0.06 0.08
H 2.2721 1.8213 1.4545 -0.41 0.18 0.18



Record 2
29
Properties=species:S:1:pos:R:3:forces:R:3 method="wB97M-V/def2-TZVPD" de_lowest_kj_mol=196.5 spin_multiplicity=1 charge=0 energy_ha=-953.2032 homo_lumo_gap_ev="6.24 / 7.38"
C -1.2182 -1.1622 1.4520 -0.41 -0.17 0.59
C -2.1319 0.3396 -0.8018 -1.28 -0.60 0.36
C -2.6666 -0.7463 1.3540 -0.06 -0.05 0.00
C -3.1196 -0.5971 -0.0938 0.06 0.39 -0.08
C 0.9121 -1.1732 0.3016 0.43 0.06 0.00
C 1.2301 1.5704 -0.6131 -0.61 -0.60 0.17
C 1.3391 -1.8034 -1.0081 -0.03 0.05 0.02
C 1.6138 1.5320 -2.0406 -0.10 -0.09 -0.12
C 0.9744 1.1215 2.1002 0.25 -0.05 -0.18
N -0.4625 -0.8455 0.3405 -0.12 -0.27 -0.13
N -0.8528 -0.0118 -0.6364 1.91 0.97 -0.68
O -0.7426 -1.7643 2.3926 -0.10 0.03 -0.01
O -2.4830 1.2746 -1.4971 0.01 0.19 -0.10
P 1.8542 0.4985 0.6018 0.03 0.00 0.43
H -3.2674 -1.4790 1.8958 0.16 0.07 0.05
H -2.7663 0.2123 1.8753 0.01 -0.04 0.02
H -4.1237 -0.1798 -0.1569 0.07 -0.03 -0.05
H -3.1071 -1.5657 -0.6010 -0.01 0.02 0.01
H 1.1497 -1.8093 1.1602 -0.08 0.24 -0.15
H 0.7525 2.4822 -0.2751 -0.11 0.03 0.09
H 0.9533 -2.8198 -1.0691 -0.03 -0.06 -0.02
H 2.4241 -1.8378 -1.0726 0.07 -0.03 -0.03
H 0.9388 -1.2289 -1.8388 0.03 -0.01 -0.09
H 0.7128 1.5051 -2.6545 -0.06 -0.03 -0.06
H 2.2351 0.6722 -2.2746 0.05 -0.02 -0.09
H 2.1506 2.4440 -2.3097 0.07 0.02 0.00
H -0.0308 1.4596 1.8550 -0.10 -0.01 0.01
H 1.5437 1.9597 2.5019 -0.05 0.00 0.02
H 0.9296 0.3387 2.8550 -0.02 -0.01 0.01